Entry 1:
70
Properties=species:S:1:pos:R:3 method="wB97M-V/def2-TZVPD" charge=+1 multiplicity=2 e_lumo_ev="-4.618 / -5.378" fmax_ev_per_a=1.83 total_energy_ev=-172709.115 mol_weight_g_mol=1025.5 orbital_gap_ev="5.47 / 4.73"
C 0.94069 2.02177 3.31936
F -4.83035 4.92252 0.84811
H 4.85893 0.60045 -4.55076
C -0.73581 0.32768 2.69651
H 3.03139 -2.24931 3.45374
H -3.15368 -0.86749 2.16593
C -3.82425 2.94227 0.08562
H 2.98406 0.56067 -2.92644
H -4.81451 0.45379 -0.72028
C -3.88565 0.04592 -0.31569
F -4.77282 2.29073 0.78829
F -1.32760 1.55615 6.09366
C 5.11370 -2.61947 -3.51801
C 2.60192 -1.94923 1.37423
C 4.06709 -2.65043 -2.61138
H -2.25693 -2.77517 -2.36638
O 1.09876 -0.36582 -1.58640
C 0.40391 1.14561 2.41502
C 3.60118 -0.31374 -3.08097
H -1.54333 -3.17292 0.98848
C 4.64320 -0.30256 -3.99585
Cl -0.03247 -2.02651 -3.78262
C 2.80839 -1.11979 0.28152
H 6.20875 -1.43097 -4.92434
H -4.64484 -1.95143 -0.36555
C -2.19948 -3.12857 -1.34080
H -2.89195 -3.97306 -1.22436
F -2.39338 -0.13933 4.36470
C 3.17210 -1.60826 2.59383
H 5.69350 -3.51367 -3.70059
H 4.37736 -0.18747 3.64883
H -3.98663 0.09062 0.77224
H -3.87072 -1.43235 -1.85966
H 4.71533 1.27532 1.69030
C -0.77107 1.40664 4.90300
Cl -2.62522 0.15225 -3.82360
S 2.00709 -1.58364 -1.22826
H -1.18469 -3.48293 -1.15723
C -2.41157 -2.51109 0.95205
C -1.90735 4.44430 -1.18186
F -2.94992 6.42165 -0.42623
C 3.56429 0.04287 0.37622
H -2.07046 -1.97148 2.96673
H 3.70809 0.67522 -0.49031
C -1.30495 0.52373 3.99507
H 3.81746 -3.56485 -2.08637
H -3.28497 -3.11723 1.23658
C -1.88221 3.06667 -1.23955
C -2.91189 5.09013 -0.48732
F 0.86218 2.99646 5.45161
C -2.23770 -1.44323 2.02488
F 2.01041 2.74131 3.01196
C -2.83728 2.23752 -0.62444
F 0.98248 1.04464 1.22626
C -3.86797 4.32680 0.14764
N -2.76291 0.85921 -0.76567
Ge -0.61361 -0.06552 -3.13911
Cl 0.55419 1.35864 -4.16177
F -0.87407 2.51414 -1.94571
N -2.51972 -2.03339 -0.42076
C 3.92668 -0.44924 2.70028
C -3.78532 -1.40110 -0.77489
C 3.33801 -1.48920 -2.39657
H 2.00823 -2.84974 1.27099
Au -0.90896 -0.10135 -0.54143
N -1.13200 -0.53369 1.75760
C 0.35552 2.15704 4.57685
C 4.12155 0.37639 1.59579
C 5.39937 -1.44738 -4.20693
F -0.96752 5.15351 -1.80578

Entry 2:
57
Properties=species:S:1:pos:R:3 method="wB97M-V/def2-TZVPD" charge=+3 e_lumo_ev=-12.546 fmax_ev_per_a=0.99 total_energy_ev=-43005.846 mol_weight_g_mol=497.9 e_above_lowest_kcal_mol=10.2 orbital_gap_ev=5.44
C 2.08286 -0.82551 1.99099
C -2.46750 -0.77210 1.66303
H -2.65996 4.15282 -0.83579
C 1.23481 4.62855 1.82149
C 4.44568 -1.04341 1.75451
H 2.97030 0.36929 -0.93732
H 1.50523 2.50561 2.20652
C -3.77210 -1.22103 2.01876
H -1.58601 -0.13320 -1.99393
H 1.17026 4.93201 2.86520
C 3.08164 -0.07325 0.03982
N -0.11098 -0.85963 2.05285
H -2.38129 2.54977 -0.17037
C -1.97178 3.55525 -0.23968
C -4.76442 0.92962 -2.48558
H -4.99605 -2.13540 3.50537
C -0.59240 3.56232 -0.88748
H 1.68522 4.36888 -2.38856
H 2.19647 5.07436 -0.84862
H -3.13549 -2.49384 5.08692
H 0.59633 5.29878 1.24626
P 0.66799 2.57932 -0.02195
C -5.19477 1.05800 -1.15624
C -2.59088 0.21577 -1.78679
C 2.37232 4.26179 -1.55120
H -4.58230 -1.16242 1.30852
C 4.32830 -0.48784 0.49479
H 3.38243 4.37633 -1.94068
H 3.04052 2.73622 -0.15661
C 0.79622 3.16434 1.69724
H -0.80696 -1.92621 4.44542
H -6.17901 1.45641 -0.94978
C 3.29128 -1.23250 2.51237
C -4.00006 -1.80397 3.24409
Pd 0.11926 0.33501 0.35835
C -4.35790 0.71116 -0.13179
C -1.62876 -1.69421 3.78169
H 5.18716 -0.35942 -0.14952
H -0.20814 4.58507 -0.92207
C -3.46106 0.51396 -2.79795
H -4.64423 0.89458 0.89496
H 2.34972 2.10692 -1.65234
C -3.03989 0.23042 -0.42643
N 1.97504 -0.20712 0.76989
C -2.94504 -2.01702 4.13334
H -3.15426 0.43562 -3.83193
H 5.40813 -1.35675 2.13701
H 2.26601 4.76552 1.50021
H -5.44406 1.19260 -3.28740
H -0.61686 3.20910 -1.92111
C 2.24448 2.88210 -0.89241
N 0.91346 -1.15534 2.69102
N -2.14932 -0.18178 0.48586
H -1.95124 3.98809 0.76077
H -0.17830 3.00640 2.16713
C -1.39538 -1.11664 2.56003
H 3.30859 -1.71722 3.47872